Entry 1:
Computed, not measured: a cluster of 2 separate species, C3H6N2O3 in total in a non-equilibrium geometry, with wB97M-V/def2-TZVPD.

Each line ends with the natural charge from an NBO analysis.
Geometry (Å):
C (1.45, 0.12, 0.70)  -0.392
C (0.98, 1.32, 0.32)  0.703
N (-2.34, 0.77, -0.31)  -0.630
N (2.21, -0.75, -0.12)  -0.811
C (-0.95, -1.11, 0.17)  0.646
O (-1.61, 0.06, 0.68)  -0.399
O (0.98, 2.35, -0.23)  -0.441
O (-0.69, -1.22, -1.00)  -0.580
H (1.27, -0.18, 1.72)  0.215
H (-1.89, 0.57, -1.21)  0.373
H (-3.12, 1.41, -0.30)  0.411
H (1.64, -1.15, -0.86)  0.377
H (3.03, -0.33, -0.55)  0.367
H (-0.95, -1.86, 0.97)  0.162

DFT total energy   -452.9863 hartree
Kohn-Sham gap   9.05 eV
E_HOMO   -8.55 eV
Charge   0
ΔE to the lowest compared entry with this formula, charge and spin   563.7 kJ/mol

***

Entry 2:
Computed, not measured: a structure of composition C6H10O, with wB97M-V/def2-TZVPD.

Each line ends with the natural charge from an NBO analysis.
Geometry (Å):
C (1.79, 0.45, -0.64)  -0.634
C (0.51, 0.18, 0.11)  0.290
C (0.19, -1.27, 0.51)  -0.426
C (-1.23, -1.13, -0.10)  -0.403
C (-0.90, 0.32, -0.53)  -0.365
C (-1.31, 1.46, 0.36)  -0.145
O (0.36, 1.05, 1.26)  -0.656
H (2.65, 0.31, 0.02)  0.224
H (1.90, -0.24, -1.49)  0.215
H (1.82, 1.48, -1.03)  0.219
H (0.83, -2.01, 0.01)  0.208
H (0.24, -1.43, 1.59)  0.226
H (-2.05, -1.21, 0.61)  0.206
H (-1.42, -1.81, -0.94)  0.208
H (-1.01, 0.56, -1.59)  0.227
H (-2.12, 1.22, 1.07)  0.158
H (-0.10, 1.95, 0.81)  0.449

DFT total energy   -309.6745 hartree
Kohn-Sham gap   9.04 eV
E_HOMO   -8.55 eV
Charge   0
ΔE to the lowest compared entry with this formula, charge and spin   440.8 kJ/mol

***

Entry 3:
Computed, not measured: a cluster of 3 separate species, C5H10O2 in total in a non-equilibrium geometry, with wB97M-V/def2-TZVPD.

Each line ends with the natural charge from an NBO analysis.
Geometry (Å):
O (-2.12, 1.45, 1.17)  -0.710
C (-0.91, 0.73, -1.72)  -0.374
C (0.25, 0.74, -1.07)  -0.197
C (0.91, -0.41, -0.34)  -0.321
C (1.70, -0.10, 0.95)  -0.044
O (1.01, -1.11, 1.69)  -0.522
C (0.14, -1.39, 0.60)  -0.045
H (-2.64, -0.54, 0.21)  0.241
H (-1.41, 1.66, -1.98)  0.218
H (-1.52, -0.17, -1.83)  0.187
H (-1.23, 1.34, 0.82)  0.425
H (0.73, 1.71, -0.90)  0.206
H (1.52, -0.97, -1.05)  0.227
H (1.53, 0.90, 1.39)  0.173
H (2.78, -0.29, 0.90)  0.181
H (0.17, -2.45, 0.32)  0.180
H (-0.91, -1.12, 0.85)  0.174

DFT total energy   -346.6844 hartree
Kohn-Sham gap (alpha / beta)   6.56 / 6.56 eV
E_HOMO (alpha / beta)   -9.81 / -9.80 eV
Charge   0
ΔE to the lowest compared entry with this formula, charge and spin   895.4 kJ/mol

***

Entry 4:
Computed, not measured: a cluster of 2 separate species, C3H9NO2 in total in a non-equilibrium geometry, with wB97M-V/def2-TZVPD.

Each line ends with the natural charge from an NBO analysis.
Geometry (Å):
C (1.16, 0.19, 0.14)  0.289
C (-0.15, -0.89, -1.03)  -0.231
C (0.72, 1.14, 1.20)  -0.675
N (-2.27, -0.38, 0.08)  -0.535
O (-0.85, -0.82, 0.19)  -0.473
O (1.83, 0.83, -0.85)  -0.700
H (2.14, 0.16, -1.48)  0.481
H (1.64, -0.73, 0.48)  0.166
H (-2.63, -0.79, -0.79)  0.324
H (-2.73, -0.91, 0.83)  0.338
H (-0.30, -1.87, -1.48)  0.163
H (-0.40, -0.08, -1.74)  0.153
H (0.00, 1.85, 0.80)  0.232
H (1.58, 1.68, 1.60)  0.234
H (0.27, 0.60, 2.04)  0.234

DFT total energy   -324.7424 hartree
Kohn-Sham gap   8.72 eV
E_HOMO   -7.87 eV
Charge   0
ΔE to the lowest compared entry with this formula, charge and spin   604.5 kJ/mol

***

Entry 5:
Computed, not measured: a structure of composition C21H21ClFeN2P in a non-equilibrium geometry, with wB97M-V/def2-TZVPD.

Each line ends with the Löwdin spin population.
Geometry (Å):
Fe (-0.12, -0.60, -0.40)  3.446
Cl (-0.07, 0.75, 1.22)  0.226
P (0.03, 0.05, -2.46)  0.047
C (-1.33, -1.00, -3.03)  0.016
C (-1.12, -1.76, -4.19)  0.009
C (-2.23, -2.29, -4.85)  0.001
C (-3.53, -2.06, -4.32)  0.013
C (-3.71, -1.33, -3.13)  0.000
C (-2.61, -0.78, -2.48)  0.020
C (-0.23, 1.82, -2.59)  0.028
C (0.65, 2.72, -1.96)  0.213
C (0.47, 4.09, -2.12)  0.265
C (-0.55, 4.56, -2.95)  0.016
C (-1.42, 3.66, -3.60)  0.194
C (-1.26, 2.29, -3.42)  0.281
C (1.64, -0.34, -3.12)  0.002
C (2.67, -0.91, -2.35)  0.004
C (3.88, -1.17, -2.98)  0.000
C (4.04, -0.87, -4.33)  0.000
C (2.99, -0.30, -5.09)  0.000
C (1.78, -0.03, -4.48)  0.001
H (1.48, 2.34, -1.36)  0.006
H (1.14, 4.78, -1.61)  0.009
H (-0.70, 5.63, -3.08)  -0.003
H (-2.24, 4.00, -4.23)  0.006
H (-1.93, 1.57, -3.92)  0.009
H (-0.12, -1.81, -4.63)  0.000
H (-2.07, -2.83, -5.78)  0.000
H (-4.39, -2.44, -4.86)  0.001
H (-4.70, -1.15, -2.71)  0.000
H (-2.73, -0.12, -1.62)  0.005
H (2.51, -1.18, -1.30)  0.002
H (4.68, -1.63, -2.39)  0.000
H (5.00, -1.06, -4.82)  0.000
H (3.08, -0.06, -6.15)  0.000
H (0.92, 0.38, -5.03)  0.000
H (-0.17, -5.25, -4.87)  0.000
H (0.56, -5.21, -4.83)  0.000
N (-0.55, -3.18, 0.09)  0.020
C (-0.07, -4.28, 0.67)  0.040
C (1.07, -3.92, 1.40)  0.013
C (1.23, -2.54, 1.25)  0.035
N (0.24, -2.11, 0.39)  0.068
H (-1.52, -3.11, -0.21)  0.002
H (-0.66, -5.18, 0.60)  0.002
H (1.72, -4.54, 1.99)  0.001
H (1.97, -1.88, 1.67)  0.001

DFT total energy   -2986.8902 hartree
Kohn-Sham gap (alpha / beta)   7.64 / 3.94 eV
Multiplicity   6
E_HOMO (alpha / beta)   -14.31 / -15.11 eV
Charge   +2

***

Entry 6:
Computed, not measured: a cluster of 6 separate species, C11H34BrN8O5 in total in a non-equilibrium geometry, with wB97M-V/def2-TZVPD.

Each line ends with the natural charge from an NBO analysis.
Geometry (Å):
Br (0.27, -0.13, -0.08)  -0.908
C (-2.25, 4.80, -1.01)  -0.602
C (-1.76, 3.37, -0.83)  -0.089
C (-1.15, 2.80, -2.09)  -0.083
O (-2.10, 2.59, -3.12)  -0.548
C (-2.87, 1.42, -2.90)  -0.259
N (-0.87, 3.28, 0.32)  -0.865
H (-3.12, 4.90, -1.66)  0.204
H (-1.42, 5.45, -1.31)  0.198
H (-2.61, 5.17, -0.05)  0.195
H (-2.68, 2.79, -0.66)  0.165
H (-0.48, 1.94, -1.95)  0.207
H (-0.45, 3.54, -2.53)  0.169
H (-2.20, 0.58, -2.71)  0.182
H (-3.41, 1.20, -3.82)  0.178
H (-3.54, 1.47, -2.04)  0.168
H (-1.40, 3.25, 1.18)  0.365
H (-0.29, 2.44, 0.29)  0.396
C (4.95, 0.53, -1.43)  -0.612
C (4.88, -0.85, -0.83)  -0.073
C (6.24, -1.41, -0.46)  -0.068
O (6.12, -2.77, -0.17)  -0.539
C (7.34, -3.39, 0.13)  -0.240
N (4.04, -0.86, 0.37)  -0.858
H (5.49, 1.29, -0.86)  0.203
H (3.94, 0.91, -1.63)  0.232
H (5.40, 0.46, -2.42)  0.194
H (4.41, -1.52, -1.57)  0.172
H (6.52, -0.86, 0.46)  0.168
H (6.97, -1.17, -1.25)  0.158
H (7.88, -2.92, 0.96)  0.161
H (8.00, -3.41, -0.74)  0.157
H (7.10, -4.41, 0.42)  0.188
H (3.05, -0.67, 0.22)  0.398
H (4.04, -1.82, 0.71)  0.353
C (-4.13, -0.05, 0.47)  0.787
O (-4.15, -0.88, -0.43)  -0.712
N (-3.04, 0.66, 0.84)  -0.869
N (-5.28, 0.33, 1.14)  -0.852
H (-2.97, 1.01, 1.79)  0.410
H (-2.18, 0.59, 0.32)  0.442
H (-5.14, 0.85, 1.99)  0.383
H (-6.14, -0.17, 0.98)  0.396
C (-2.16, -4.04, -0.74)  0.771
O (-1.39, -4.99, -0.62)  -0.699
N (-3.44, -4.22, -1.21)  -0.866
N (-1.87, -2.76, -0.40)  -0.862
H (-3.79, -5.15, -1.29)  0.389
H (-4.08, -3.44, -1.24)  0.395
H (-0.92, -2.44, -0.28)  0.431
H (-2.58, -2.06, -0.60)  0.414
C (-1.45, 0.35, 3.83)  0.777
O (-1.67, 1.49, 3.44)  -0.697
N (-1.72, -0.01, 5.14)  -0.861
N (-0.95, -0.68, 3.11)  -0.849
H (-1.93, 0.69, 5.81)  0.399
H (-1.35, -0.91, 5.42)  0.375
H (-1.03, -1.60, 3.50)  0.378
H (-0.68, -0.57, 2.13)  0.453

DFT total energy   -3828.0051 hartree
Kohn-Sham gap   8.20 eV
E_HOMO   -5.47 eV
Charge   -1
ΔE to the lowest compared entry with this formula, charge and spin   0.0 kJ/mol

***

Entry 7:
Computed, not measured: the molecule C5H10ClN in a non-equilibrium geometry, with wB97M-V/def2-TZVPD.

Each line ends with the natural charge from an NBO analysis.
Geometry (Å):
C (0.53, -0.59, -1.39)  -0.635
C (-0.29, 0.30, -0.44)  0.099
C (-0.43, 1.76, -0.91)  -0.610
C (-0.30, 0.09, 1.03)  -0.122
C (0.57, -0.82, 1.86)  -0.371
H (-0.05, -0.78, -2.31)  0.217
H (1.42, -0.04, -1.62)  0.210
H (0.87, -1.56, -0.96)  0.224
H (-1.13, 2.29, -0.27)  0.221
H (-0.76, 1.77, -1.98)  0.212
H (0.55, 2.25, -0.88)  0.209
H (-1.34, -1.38, 0.09)  0.362
H (-0.49, 1.02, 1.56)  0.198
H (0.35, -0.67, 2.93)  0.230
H (1.66, -0.70, 1.57)  0.228
N (-1.42, -0.36, 0.22)  -0.587
Cl (0.27, -2.57, 1.52)  -0.087

DFT total energy   -711.4222 hartree
Kohn-Sham gap   9.97 eV
E_HOMO   -9.06 eV
Charge   0
ΔE to the lowest compared entry with this formula, charge and spin   87.3 kJ/mol

***

Entry 8:
Computed, not measured: the molecule C2H4Cl2O in a non-equilibrium geometry, with wB97M-V/def2-TZVPD.

Each line ends with the natural charge from an NBO analysis.
Geometry (Å):
C (0.52, -0.21, -1.14)  -0.128
C (-0.15, 0.41, -0.06)  -0.246
H (-0.99, -1.09, -1.96)  0.468
H (0.97, -1.11, -0.79)  0.189
H (1.19, 0.62, -1.27)  0.197
H (-0.62, 1.35, -0.41)  0.247
O (-0.34, -0.33, -2.29)  -0.694
Cl (1.07, 0.93, 1.14)  -0.045
Cl (-1.07, -0.83, 0.63)  0.012

DFT total energy   -1074.1853 hartree
Kohn-Sham gap   11.70 eV
E_HOMO   -10.98 eV
Charge   0
ΔE to the lowest compared entry with this formula, charge and spin   98.8 kJ/mol